No. 1
The following is a DFT calculation (ωB97M-V/def2-TZVPD) of a 6-piece molecular cluster, C31H65N2O22P5 overall.

Structure (XYZ):
```
125
Properties=species:S:1:pos:R:3:forces:R:3
C 5.6672 -3.5992 -0.9881 -0.25 0.04 -0.06
C 5.6698 -2.0950 -0.9689 -0.07 0.43 0.34
O 6.5900 -1.4269 -0.5860 0.01 -0.25 -0.24
O 4.5019 -1.5106 -1.3855 0.23 -0.38 -0.30
C 4.6072 -0.8534 -2.6680 0.26 0.43 0.16
C 3.9888 0.5518 -2.6534 -1.01 -1.02 0.26
C 2.8895 0.6360 -1.5719 1.03 0.98 -0.10
C 2.1657 1.9960 -1.6251 -0.17 -0.15 -0.87
C 0.6336 1.9427 -1.7738 0.10 0.62 0.81
C -0.0712 0.8079 -1.0232 -0.17 -0.67 -0.95
C -0.5432 -0.3150 -1.9376 -0.01 0.22 0.21
C 0.0251 -0.5711 -3.1511 0.05 -0.03 -0.26
C -0.4546 -1.6007 -3.9951 0.01 0.31 0.33
C -1.5066 -2.3563 -3.5923 -0.09 -0.48 -0.58
C -2.1133 -2.1684 -2.3343 0.29 -0.08 -0.64
N -3.1443 -2.9884 -1.9836 0.31 0.54 0.46
C -3.6008 -2.7456 -0.7884 -0.67 -0.44 0.18
C -3.1236 -1.7222 0.0636 0.01 0.05 0.05
N -2.1652 -0.9101 -0.2792 -0.08 -0.20 -0.05
C -1.6227 -1.1418 -1.5078 0.04 0.23 0.27
H 4.7328 -4.0052 -1.3632 -0.11 0.08 0.08
H 6.4618 -3.9380 -1.6507 0.19 -0.01 0.17
H 5.8425 -3.9565 0.0241 0.16 -0.14 -0.03
H 4.0921 -1.4939 -3.3850 -0.02 0.01 -0.04
H 5.6639 -0.7891 -2.9281 0.00 -0.06 -0.15
H 4.7324 1.3343 -2.5320 0.01 0.07 -0.06
H 3.4495 0.6366 -3.6010 0.41 0.44 -0.24
H 2.2429 -0.2237 -1.7242 -0.17 0.00 0.38
H 3.4203 0.5871 -0.6238 -0.35 -0.52 0.22
H 2.5317 2.5141 -2.5180 0.06 0.18 0.10
H 2.4344 2.6485 -0.7970 0.06 -0.22 0.21
H 0.3693 1.9978 -2.8296 -0.19 -0.33 -0.02
H 0.2513 2.8730 -1.3438 0.01 0.09 -0.12
H 0.5960 0.3293 -0.3032 0.00 0.28 0.25
H -0.9509 1.1570 -0.4920 0.10 0.11 0.19
H 0.8490 0.0410 -3.4902 0.04 0.01 -0.06
H -0.0066 -1.7713 -4.9631 0.08 0.02 -0.03
H -1.8907 -3.1234 -4.2508 -0.13 -0.11 0.14
H -4.4212 -3.3596 -0.4328 -0.01 -0.06 -0.01
H -3.5779 -1.6056 1.0405 -0.01 0.07 0.05
C -5.6944 1.0784 -0.9252 0.08 -0.35 -0.13
O -6.7706 1.5509 -0.1096 2.96 1.90 1.09
P -6.7177 1.1524 1.5184 -7.02 -3.84 0.18
O -7.2569 -0.2324 1.2721 0.87 -0.12 0.02
O -7.7986 2.2749 1.9273 0.65 0.45 -0.16
C -8.6588 2.9333 1.0003 -0.17 0.16 0.00
O -6.2738 0.9280 3.0751 2.65 1.90 -0.89
C -7.2476 0.3515 3.9417 -0.34 -0.34 0.44
H -5.8637 1.4134 -1.9454 -0.10 0.08 0.05
H -4.7448 1.4759 -0.5675 0.07 -0.01 -0.18
H -5.6707 -0.0126 -0.9024 0.02 0.00 0.00
H -9.2127 2.2138 0.3983 0.10 -0.04 -0.05
H -8.0953 3.6086 0.3610 0.00 -0.06 -0.07
H -9.3643 3.5186 1.5870 0.06 -0.05 0.11
H -7.4883 -0.6605 3.6261 0.01 0.05 -0.16
H -8.1494 0.9606 3.9846 0.02 0.04 -0.15
H -6.8096 0.3134 4.9376 0.20 0.12 -0.10
C -8.2615 -4.2983 2.0095 0.23 -0.05 -0.20
O -8.4787 -5.2544 3.0687 -2.19 2.81 0.56
P -8.0395 -4.7988 4.5973 5.12 -5.35 1.88
O -6.5850 -5.1277 4.4469 -0.14 0.60 -0.39
O -8.9067 -5.9201 5.3588 -0.67 0.45 -0.38
C -9.3814 -7.1084 4.7318 -0.08 -0.18 0.03
O -7.9186 -3.8653 5.9314 -2.43 1.79 -1.55
C -7.1897 -4.4055 7.0333 0.31 -0.07 0.38
H -8.6343 -4.7387 1.0887 -0.03 -0.09 0.07
H -8.8004 -3.3714 2.1984 -0.01 0.01 -0.07
H -7.1964 -4.0910 1.9068 0.00 -0.01 0.08
H -8.5685 -7.6492 4.2477 0.02 0.09 -0.07
H -10.1659 -6.8803 4.0136 0.06 0.00 -0.07
H -9.8010 -7.7341 5.5171 0.04 0.08 0.08
H -6.1460 -4.5511 6.7664 -0.05 -0.06 -0.17
H -7.6301 -5.3418 7.3713 -0.02 -0.02 -0.10
H -7.2554 -3.6721 7.8355 -0.13 0.08 -0.10
C 0.7199 7.7108 0.8330 -0.13 0.08 0.28
O 2.1565 7.7712 0.7414 -1.85 -1.81 -2.36
P 2.9842 6.3296 0.7371 5.79 1.75 5.10
O 3.0451 6.1351 2.2191 -1.17 -0.39 -0.28
O 4.3062 7.0584 0.1331 -0.38 0.16 -0.65
C 4.5571 8.4571 0.1982 0.18 0.02 -0.01
O 3.5636 4.8822 0.2464 -2.48 0.18 -2.08
C 4.7626 4.4405 0.8883 0.35 -0.37 0.25
H 0.3439 8.7295 0.7859 0.10 0.03 -0.01
H 0.2996 7.1427 0.0030 -0.04 0.07 -0.02
H 0.4237 7.2599 1.7809 0.06 -0.02 0.00
H 4.4802 8.8249 1.2215 -0.12 0.00 0.00
H 3.8796 9.0066 -0.4527 -0.03 0.06 0.07
H 5.5755 8.6117 -0.1546 0.01 -0.11 -0.01
H 4.5906 4.2689 1.9478 -0.09 0.13 0.00
H 5.5684 5.1567 0.7440 -0.09 0.07 0.00
H 5.0353 3.4981 0.4142 -0.14 0.04 -0.12
C -1.2047 4.5426 -5.1065 -0.31 0.07 -0.05
O -0.2027 5.5290 -5.4243 1.40 -2.57 1.71
P 0.5425 6.2821 -4.1648 -0.75 6.62 -0.98
O -0.5027 7.3045 -3.8650 -0.41 -0.82 0.09
O 1.7931 6.8171 -5.0199 0.04 -0.83 -0.30
C 1.7664 6.9891 -6.4354 0.08 0.08 -0.14
O 1.4043 6.3754 -2.7523 -0.05 -2.67 -0.44
C 1.7200 7.7491 -2.4525 0.03 0.62 0.18
H -1.5624 4.1244 -6.0433 0.07 0.07 -0.05
H -0.7857 3.7398 -4.5006 -0.02 -0.04 -0.04
H -2.0358 5.0111 -4.5787 0.05 0.05 0.02
H 0.9218 7.6064 -6.7407 -0.08 -0.07 0.04
H 1.7359 6.0266 -6.9411 -0.09 0.00 -0.01
H 2.6892 7.4960 -6.7094 0.02 0.01 0.12
H 0.8025 8.3124 -2.3045 -0.02 -0.02 -0.14
H 2.3024 8.1817 -3.2617 -0.03 0.02 0.02
H 2.2970 7.8038 -1.5322 0.06 -0.49 -0.16
C 7.5442 -8.0238 4.7983 0.22 -0.05 0.23
O 7.9518 -7.2346 3.6613 -2.52 -1.71 -0.33
P 8.1434 -8.0109 2.2419 4.49 2.30 -2.33
O 9.4783 -8.6383 2.3379 -0.50 -0.51 0.38
O 8.1038 -6.6544 1.3676 -0.24 0.11 0.15
C 8.5249 -5.3844 1.8546 0.06 0.12 -0.07
O 7.3158 -8.8336 1.1409 -1.71 -0.04 2.00
C 7.9698 -9.0653 -0.1099 0.17 -0.29 -0.40
H 7.4293 -7.3493 5.6420 0.03 0.08 -0.07
H 6.5911 -8.5166 4.6096 -0.02 0.03 0.02
H 8.3067 -8.7674 5.0313 0.01 0.01 -0.05
H 9.5338 -5.4262 2.2651 -0.02 -0.07 0.08
H 7.8267 -5.0136 2.6024 0.06 -0.01 0.09
H 8.5224 -4.6940 1.0128 0.00 -0.11 -0.08
H 8.8498 -9.6900 0.0264 0.04 0.09 0.13
H 8.2412 -8.1250 -0.5851 0.02 0.05 0.12
H 7.2545 -9.5899 -0.7399 -0.09 0.02 0.12
```
Positions in Å, forces in eV/Å.

Output
**Molar mass**: 972.7 g/mol
**HOMO energy**: -9.042 eV
**Kohn-Sham gap**: 7.43 eV



No. 2
The following is a DFT calculation (ωB97M-V/def2-TZVPD) of a 9-piece molecular cluster, C31H66BF2N3O29P3 overall.

Structure (XYZ):
```
135
Properties=species:S:1:pos:R:3:forces:R:3
O 21.5410 -0.0219 18.9565 -0.20 0.26 -0.16
C 21.0541 -0.6446 19.8474 0.60 -0.33 -0.35
O 21.4254 -1.8777 20.2063 -0.03 -0.11 -0.18
B 20.5356 -2.3635 21.2545 -0.43 -0.29 0.56
O 19.7674 -1.2049 21.6475 -1.11 0.81 0.15
C 19.9182 -0.2078 20.7772 0.35 -0.88 0.10
O 19.2870 0.7946 20.7123 -0.27 0.55 0.19
O 21.2087 -2.8780 22.4379 0.83 0.34 0.45
C 21.1542 -4.1892 22.4781 0.93 0.20 0.01
O 21.8217 -4.8941 23.1799 -0.28 -0.27 0.38
C 20.2018 -4.6186 21.3838 -0.85 -0.46 -0.46
O 19.6824 -3.5236 20.8431 0.39 0.33 -0.40
O 19.9536 -5.7442 21.0641 -0.16 -0.13 0.08
C 24.6297 0.1594 19.1102 -0.28 -0.18 -0.62
C 25.9975 -0.4952 19.0949 0.06 1.15 0.84
C 25.9833 -1.7573 18.2381 -0.81 0.32 0.69
O 27.2045 -2.4262 18.2762 1.36 0.63 -0.32
C 27.2770 -3.5884 17.4988 0.42 -1.40 0.40
N 27.0067 0.4917 18.7089 0.27 -0.46 0.09
H 24.5757 1.1661 19.5231 0.56 -0.13 0.42
H 24.0149 -0.5004 19.7223 -0.59 0.21 -0.48
H 24.2589 0.3115 18.0895 -0.37 -0.50 0.10
H 26.1249 -0.6845 20.1680 0.69 -0.59 -0.22
H 25.7186 -1.3892 17.2352 0.00 -0.47 -0.17
H 25.2258 -2.4444 18.6413 -0.32 0.18 -0.37
H 26.4221 -3.7015 16.8361 -0.09 -0.14 0.11
H 27.4054 -4.4408 18.1784 -0.97 -0.14 0.10
H 28.1922 -3.7786 16.9231 0.13 1.34 -0.29
H 27.8897 -0.0003 18.6004 0.01 0.24 -0.19
H 26.7571 0.9204 17.8235 0.09 -0.10 -0.05
C 16.5510 -1.9977 25.1796 0.12 -1.29 -0.88
C 17.4033 -1.8400 23.8798 -1.92 1.14 1.50
C 16.8325 -2.7108 22.7998 -0.24 -0.87 -0.75
O 15.4284 -2.4875 22.5962 0.07 0.06 0.33
C 14.8207 -3.5848 21.9656 0.29 -0.58 -0.62
N 17.2564 -0.3818 23.5699 1.58 -1.43 0.21
H 16.6799 -1.1773 25.8745 0.16 -0.07 0.09
H 16.7078 -2.9800 25.6370 0.27 0.17 0.28
H 15.5124 -2.0568 24.8489 -0.07 0.41 0.15
H 18.4365 -2.1574 24.0269 0.13 0.43 0.03
H 16.9992 -3.7693 23.0376 -0.06 -0.03 0.28
H 17.3384 -2.5662 21.8394 0.12 0.27 0.01
H 14.4137 -4.3533 22.6338 0.13 0.24 0.44
H 15.5680 -4.0972 21.3497 -0.13 -0.05 -0.18
H 14.0041 -3.2926 21.3042 0.06 0.43 0.10
H 17.9591 -0.2692 22.8427 -0.70 0.86 -0.47
H 16.3003 -0.2626 23.2607 0.17 0.25 -0.53
C 18.5190 -9.0108 19.8022 -0.11 -0.07 1.49
C 17.4635 -8.1012 20.4315 0.12 0.78 -0.95
C 16.0429 -8.3989 19.9322 0.69 -0.34 1.77
O 15.9992 -8.0553 18.5838 -0.59 0.71 0.02
C 14.7081 -7.6909 18.0738 0.65 -1.84 0.10
N 17.5944 -8.0451 21.9116 -0.08 -0.05 -1.08
H 18.3306 -9.1980 18.7504 0.07 -0.05 -0.01
H 18.5176 -9.9101 20.4286 -0.12 -0.37 -0.51
H 19.5121 -8.5923 19.9780 -0.01 0.19 -0.39
H 17.6666 -7.0900 20.0500 -0.11 -0.03 -0.15
H 15.3548 -7.8509 20.5954 -0.17 0.55 -0.51
H 15.7896 -9.4373 20.2010 0.03 -0.29 -0.73
H 14.3563 -8.6237 17.6192 -0.51 0.28 -0.32
H 14.8222 -6.9321 17.3072 0.01 0.22 0.17
H 14.0007 -7.4560 18.8692 0.11 0.49 0.02
H 18.4499 -7.4908 21.9692 -0.08 -0.10 0.72
H 16.8390 -7.4242 22.1960 0.20 0.04 0.35
C 24.1692 -4.8516 20.7504 0.17 0.59 0.25
O 25.0862 -5.6509 19.9721 -0.56 -0.47 -0.94
P 24.4289 -6.3394 18.7012 -0.13 0.36 -0.68
O 23.1305 -7.0266 18.8106 0.56 0.47 0.05
O 24.4134 -5.0743 17.6816 -0.06 -0.63 0.51
C 23.7628 -5.1564 16.4099 0.36 0.19 -0.19
O 25.6092 -7.3009 18.2131 0.27 0.37 0.39
C 25.4193 -8.0529 17.0160 -0.85 -0.18 -0.16
H 23.4837 -5.5086 21.2802 0.18 0.15 0.30
H 23.5903 -4.1148 20.1829 0.06 -0.38 -0.53
H 24.8177 -4.2286 21.3647 -0.19 -0.40 0.48
H 23.0858 -4.3137 16.2808 -0.27 -0.16 0.34
H 23.2638 -6.1145 16.2895 -0.26 0.13 -0.08
H 24.5140 -5.0190 15.6284 0.13 -0.28 0.05
H 26.0071 -7.6378 16.2003 0.07 0.09 0.06
H 24.3578 -8.0540 16.7587 0.05 0.07 -0.20
H 25.6591 -9.1057 17.1537 0.38 0.13 0.34
C 20.2436 -3.7361 17.6555 -0.86 0.22 -0.67
O 19.0912 -3.2249 16.9356 -1.23 -0.19 -0.03
P 18.0332 -4.2268 16.2624 0.03 0.87 0.90
O 18.6923 -5.1970 15.4022 -0.30 -0.57 -0.18
O 17.0079 -3.2062 15.5580 0.99 -0.43 0.61
C 17.4945 -1.9719 15.0265 -1.56 0.81 -0.56
O 17.1532 -4.8307 17.4574 0.66 -0.14 -0.91
C 16.7127 -4.0336 18.5666 0.56 0.33 -0.50
H 20.6777 -2.7864 17.9556 0.83 -0.56 0.17
H 20.7846 -4.3609 16.9433 0.46 0.26 0.30
H 19.9322 -4.3384 18.5081 0.03 0.10 0.03
H 18.5677 -1.8241 15.0309 0.03 -0.25 0.12
H 16.9644 -1.1708 15.5519 0.53 0.00 0.43
H 17.0628 -1.8555 14.0286 0.50 -0.39 -0.21
H 15.6277 -4.0006 18.5113 0.00 -0.01 0.41
H 17.1344 -3.0277 18.4960 -0.22 0.04 -0.02
H 17.1358 -4.4684 19.4707 -0.38 -0.20 0.07
C 13.5305 1.5692 21.8571 0.30 1.07 1.37
O 13.7451 1.5952 20.4596 0.28 -0.06 -0.46
P 15.1262 1.9790 19.7556 -0.53 0.29 -0.22
O 14.9580 2.5920 18.4084 0.40 -1.12 1.54
O 15.9510 0.5914 19.8653 -0.46 0.19 -0.62
C 16.7294 0.1634 18.7612 1.19 1.32 -2.21
O 15.8042 2.9190 20.8539 -0.51 -0.30 -0.42
C 17.1730 3.3064 20.6734 0.32 -0.30 0.29
H 12.6298 2.1275 22.1183 -0.18 -0.09 -0.46
H 14.3290 2.1179 22.3604 0.06 -0.15 -0.01
H 13.4536 0.6042 22.3584 0.12 -0.43 -0.80
H 16.4107 -0.6218 18.0694 -0.76 -0.80 1.26
H 17.7806 0.0545 19.0098 -0.17 -0.41 0.56
H 16.7710 0.9365 17.9788 -0.09 0.50 0.47
H 17.4714 3.1971 19.6303 0.05 0.20 0.03
H 17.7919 2.6594 21.2947 0.03 0.01 -0.13
H 17.2816 4.3311 21.0226 -0.10 0.03 -0.21
C 19.3929 -5.6747 26.9400 -0.07 1.13 -0.28
C 19.8023 -4.7115 25.8519 -0.05 0.45 -1.34
O 19.7044 -3.4211 26.4185 0.69 -0.66 0.17
C 19.0270 -3.5117 27.6006 -0.31 0.27 -0.29
O 18.7293 -2.5860 28.2813 0.15 -0.20 -0.16
O 18.7018 -4.7887 27.8276 -0.19 -0.78 0.84
F 18.8891 -4.7103 24.8032 -0.03 -0.30 0.19
H 20.2860 -6.0818 27.4111 -0.20 -0.20 0.19
H 18.7125 -6.4221 26.5455 0.04 -0.13 0.19
H 20.7647 -4.9190 25.3756 0.02 0.41 0.30
C 19.2557 0.0743 26.1172 0.58 -0.39 -1.04
C 20.2942 0.4240 25.0471 -0.17 -0.02 -0.36
O 21.4696 0.6606 25.7640 -0.57 0.00 -0.51
C 21.0800 1.0960 26.9905 1.40 0.20 0.61
O 21.8332 1.6836 27.7066 -0.64 -0.18 0.12
O 19.8351 0.7179 27.2625 -0.88 0.18 0.07
F 19.8984 1.6266 24.4751 0.13 -0.01 -0.01
H 19.1252 -0.9926 26.2959 0.35 0.08 0.14
H 18.3048 0.4499 25.7436 -0.03 0.50 0.63
H 20.4974 -0.2452 24.2134 -0.13 -0.28 0.27
```
Positions in Å, forces in eV/Å.

Output
**Molar mass**: 1086.6 g/mol
**HOMO energy**: -7.560 eV
**Kohn-Sham gap**: 9.60 eV
**Charge**: -1



Number 1: LUMO -0.059 Ha, F_max 0.156 Eh/bohr. Number 2: LUMO 0.075 Ha, F_max 0.055 Eh/bohr.